ORCA calculation (ωB97M-V with the def2-TZVPD basis set) on C30H30IN4O2RuS2 as an isolated structure at a distorted geometry.

Results
Electronic energy = -74004.1677 eV
Spin multiplicity = 2
E_HOMO (spin up / spin down) = -7.50 / -7.44 eV
⟨S²⟩ = 0.976
Kohn-Sham gap (spin up / spin down) = 0.236 / 0.240 hartree
Largest force on an atom = 2.89 eV Å⁻¹

The geometry in XYZ format:
```
70
C30H30IN4O2RuS2 (ωB97M-V with the def2-TZVPD basis set)
Ru 0.285 0.526 -0.130
C -2.227 -1.457 -0.212
N -2.106 -0.034 -0.571
C -2.454 0.121 -1.996
C -2.066 1.460 -2.592
N -0.617 1.642 -2.748
C -0.357 3.062 -3.005
C -0.071 0.803 -3.782
C -0.151 1.199 -5.117
C 0.353 0.423 -6.144
C 0.949 -0.793 -5.848
C 1.043 -1.200 -4.532
C 0.547 -0.418 -3.482
S 0.737 -1.117 -1.881
C -2.945 0.806 0.271
C -4.266 0.444 0.511
C -5.096 1.216 1.307
C -4.602 2.375 1.885
C -3.294 2.752 1.647
C -2.453 1.985 0.833
S -0.848 2.613 0.542
H -3.181 -1.879 -0.546
H -2.142 -1.564 0.865
H -1.423 -2.012 -0.691
H -3.537 -0.005 -2.111
H -1.961 -0.680 -2.551
H -2.433 2.265 -1.952
H -2.562 1.549 -3.569
H 0.671 3.198 -3.339
H -0.510 3.620 -2.083
H -1.024 3.480 -3.768
H -0.622 2.142 -5.364
H 0.279 0.769 -7.167
H 1.340 -1.420 -6.639
H 1.522 -2.139 -4.286
H -4.665 -0.461 0.071
H -6.122 0.911 1.469
H -5.230 2.982 2.524
H -2.885 3.651 2.091
C -2.647 -0.405 3.673
C -1.265 -0.949 3.862
N -0.983 -1.609 4.953
C 0.260 -2.097 5.141
C 1.270 -1.965 4.227
C 2.635 -2.507 4.576
O 3.145 -3.473 3.656
C 1.008 -1.245 3.029
C 2.057 -1.098 2.069
N 2.232 -0.175 1.173
C 3.511 -0.144 0.573
C 4.627 -0.790 1.138
C 5.858 -0.816 0.512
C 6.044 -0.178 -0.705
C 5.003 0.568 -1.227
C 3.784 0.605 -0.570
I 2.406 2.046 -1.249
C -0.286 -0.709 2.824
O -0.648 -0.076 1.780
H -3.211 -0.510 4.597
H -3.167 -0.937 2.873
H -2.611 0.645 3.378
H 0.425 -2.606 6.085
H 2.590 -2.938 5.580
H 3.373 -1.702 4.599
H 2.534 -4.218 3.633
H 2.824 -1.863 2.163
H 4.541 -1.265 2.104
H 6.682 -1.325 0.995
H 6.993 -0.229 -1.220
H 5.138 1.146 -2.131
```

ORCA calculation (ωB97M-V with the def2-TZVPD basis set) on a single C4H7NO2S molecule at a distorted geometry.

Results
Energy relative to the best compared isomer or geometry (same formula, charge and spin) = 172.7 kJ/mol
Electronic energy = -20680.9468 eV
E_HOMO = -8.24 eV
SMILES string = COC1=NSC[C@H]1O
Kohn-Sham gap = 0.331 hartree
Largest force on an atom = 1.73 eV Å⁻¹

The geometry in XYZ format:
```
15
C4H7NO2S (ωB97M-V with the def2-TZVPD basis set)
C -2.309 -1.049 -0.126
O -1.410 0.035 0.109
C -0.110 -0.274 0.097
N 0.346 -1.454 -0.078
S 2.063 -1.416 -0.021
C 2.170 0.412 -0.150
C 0.827 0.890 0.368
O 0.435 2.073 -0.276
H -2.210 -1.773 0.654
H -3.294 -0.597 -0.076
H -2.098 -1.508 -1.089
H 2.256 0.698 -1.194
H 3.010 0.750 0.445
H 0.878 1.037 1.472
H -0.552 2.175 -0.135
```

ORCA calculation (ωB97M-V with the def2-TZVPD basis set) on C34H57N3O2PtSeSi as an isolated structure at a distorted geometry.

Results
Energy relative to the best compared isomer or geometry (same formula, charge and spin) = 84.9 kJ/mol
Electronic energy = -121216.1228 eV
Spin multiplicity = 3
E_HOMO (spin up / spin down) = -7.05 / -7.44 eV
⟨S²⟩ = 2.009
Kohn-Sham gap (spin up / spin down) = 0.271 / 0.249 hartree
Largest force on an atom = 4.88 eV Å⁻¹

The geometry in XYZ format:
```
99
C34H57N3O2PtSeSi (ωB97M-V with the def2-TZVPD basis set)
O -0.351 1.180 -2.166
O 3.069 -3.471 -3.803
C -1.296 0.608 -3.101
C -1.857 1.653 -4.045
H -2.106 0.172 -2.487
H -0.819 -0.206 -3.668
H -2.468 2.411 -3.511
H -2.517 1.128 -4.759
H -1.043 2.163 -4.595
C 0.993 1.355 -2.664
C 1.413 0.565 -3.916
H 1.673 1.089 -1.836
H 1.059 2.443 -2.842
H 1.522 -0.532 -3.768
H 2.421 0.930 -4.180
H 0.753 0.761 -4.780
C 3.702 -2.898 -2.673
C 2.019 -4.344 -3.403
C 4.698 -1.857 -3.134
H 4.243 -3.666 -2.086
H 2.928 -2.440 -2.030
H 5.295 -2.225 -3.975
H 5.368 -1.598 -2.312
H 4.189 -0.942 -3.453
C 1.740 -5.296 -4.548
H 1.129 -3.722 -3.186
H 2.278 -4.924 -2.497
H 1.429 -4.743 -5.438
H 0.953 -6.003 -4.290
H 2.647 -5.860 -4.794
H -0.477 -1.729 -0.017
N -2.100 1.468 1.524
C -2.410 1.180 2.789
C -1.483 0.579 3.645
C -0.092 0.581 3.584
C -3.810 1.529 3.226
H -4.568 1.089 2.559
H -3.987 2.616 3.296
H -3.979 1.123 4.229
C 0.744 0.287 4.795
H 1.105 1.216 5.265
H 1.601 -0.361 4.554
H 0.107 -0.219 5.529
N 0.570 0.932 2.464
C -2.933 2.125 0.588
C -3.662 1.352 -0.332
C -3.788 -0.131 -0.203
C -4.269 2.024 -1.390
H -4.807 1.434 -2.134
C -4.181 3.412 -1.486
H -4.644 3.917 -2.334
C -3.532 4.161 -0.507
H -3.486 5.249 -0.562
C -2.915 3.529 0.572
C -2.204 4.312 1.631
C 1.938 1.343 2.473
C 2.943 0.479 2.016
C 2.621 -0.865 1.460
C 4.261 0.914 2.126
H 5.058 0.266 1.760
C 4.542 2.153 2.694
H 5.576 2.489 2.772
C 3.523 2.991 3.142
H 3.734 3.966 3.583
C 2.191 2.608 3.024
C 1.068 3.484 3.475
Pt -0.297 1.061 0.672
H -3.727 -0.609 -1.191
H -4.761 -0.414 0.231
H -2.996 -0.562 0.419
H -2.127 3.757 2.573
H -2.749 5.242 1.845
H -1.199 4.608 1.309
H 3.373 -1.124 0.703
H 1.637 -0.870 0.970
H 2.643 -1.661 2.220
H 0.116 3.147 3.048
H 1.247 4.509 3.131
H 0.973 3.508 4.570
H -1.902 0.220 4.588
C -0.541 -2.355 -0.870
Si -0.895 -3.549 0.562
H -1.297 -1.911 -1.590
H 0.437 -2.354 -1.392
C -2.155 -4.680 -0.250
C -1.686 -2.700 2.104
C 0.873 -4.045 1.116
H 1.598 -3.825 0.317
H 0.997 -5.115 1.372
H 1.201 -3.470 1.999
H -2.999 -4.046 -0.576
H -2.599 -5.513 0.318
H -1.723 -5.122 -1.161
H -2.360 -1.879 1.807
H -0.910 -2.257 2.751
H -2.268 -3.407 2.741
Se 1.507 5.471 -0.451
C 0.843 3.885 -0.060
N 0.430 2.828 0.310
```

ORCA calculation (ωB97M-V with the def2-TZVPD basis set) on C9H16N2S as an isolated structure at a distorted geometry.

Results
Energy relative to the best compared isomer or geometry (same formula, charge and spin) = 224.6 kJ/mol
Electronic energy = -23401.2080 eV
Spin multiplicity = 3
E_HOMO (spin up / spin down) = -5.21 / -8.92 eV
⟨S²⟩ = 2.012
Kohn-Sham gap (spin up / spin down) = 0.215 / 0.232 hartree
Largest force on an atom = 5.47 eV Å⁻¹

The geometry in XYZ format:
```
28
C9H16N2S (ωB97M-V with the def2-TZVPD basis set)
C -1.255 0.142 1.521
C 1.010 0.810 0.462
C -2.628 -1.052 -0.980
C -1.970 1.373 -1.118
C -0.430 -0.258 -2.222
C 1.857 -1.018 2.065
C 3.308 0.632 1.058
C -0.650 -0.296 0.334
C -1.424 -0.053 -1.063
N -1.637 0.621 2.482
N 1.926 0.141 1.156
S 1.148 2.146 -0.367
H -2.089 -2.005 -1.004
H -3.132 -1.073 -0.016
H -3.207 -1.113 -1.931
H -1.295 1.972 -0.528
H -3.004 1.591 -0.747
H -1.831 1.539 -2.133
H 0.227 0.508 -2.290
H -0.942 -0.278 -3.089
H -0.029 -1.270 -2.035
H 2.658 -1.617 1.657
H 1.889 -0.809 3.131
H 0.901 -1.463 2.001
H 3.387 1.251 0.257
H 3.649 1.189 2.000
H 4.063 -0.179 0.874
H -0.500 -1.430 0.524
```

ORCA calculation (ωB97M-V with the def2-TZVPD basis set) on a single C6H11N3O2 molecule at a distorted geometry.

Results
Energy relative to the best compared isomer or geometry (same formula, charge and spin) = 377.8 kJ/mol
Electronic energy = -14960.8999 eV
E_HOMO (spin up / spin down) = -7.28 / -7.28 eV
Kohn-Sham gap (spin up / spin down) = 0.235 / 0.235 hartree
Largest force on an atom = 4.34 eV Å⁻¹

The geometry in XYZ format:
```
22
C6H11N3O2 (ωB97M-V with the def2-TZVPD basis set)
C -1.802 0.702 0.122
C 2.780 0.343 0.058
C -1.561 -1.481 0.858
C 0.005 -1.229 0.739
C 0.378 -0.330 -1.702
C 1.152 0.822 0.274
N -2.305 -0.356 0.531
N -2.016 2.000 -0.192
N 0.281 -0.176 -0.258
O 3.479 0.688 0.985
O 2.901 -0.193 -1.020
H -1.916 -2.520 0.367
H -1.826 -1.744 1.874
H 0.500 -1.002 1.652
H 0.666 -2.101 0.420
H 0.234 0.710 -2.145
H 1.415 -0.729 -1.868
H -0.390 -1.173 -1.981
H 0.900 1.877 -0.012
H 1.179 0.762 1.438
H -2.622 2.437 0.500
H -1.431 2.694 -0.639
```